Here is an isolated molecule of C3H4N2 from OMol25. Energies are from ωB97M-V with the def2-TZVPD basis set.

XYZ file:
```
9
Properties=species:S:1:pos:R:3:forces:R:3
N 0.7386 0.1636 0.9247 -0.2 -0.3 0.4
N 0.7354 -0.4938 1.9843 0.3 0.4 -0.4
C 0.5534 -0.1296 -1.6509 -0.8 -0.1 -0.3
C -0.6063 0.3224 -1.0033 0.4 0.0 0.0
C -0.5092 0.4130 0.3562 -0.1 0.0 0.1
H 1.7178 -0.5043 2.3033 -0.2 -0.1 0.0
H -1.5809 0.4797 -1.4754 0.2 0.0 0.0
H 0.3041 -0.8432 -2.4628 0.2 0.2 0.2
H -1.3528 0.5923 1.0239 0.2 -0.1 -0.1
```
Positions in Å, forces in eV/Å.

**Total charge**: 0
**E**: -6150.0935 eV
**Lowest unoccupied orbital energy (spin up / spin down)**: -0.8 / -1.1 eV
**Energy above the lowest of the compared OMol25 structures with the same formula, charge and spin**: 560.3 kJ/mol
**Gap between HOMO and LUMO (spin up / spin down)**: 7.67 / 7.80 eV
**Molar mass**: 68.1 g/mol
**Spin multiplicity**: 1
**HOMO level (spin up / spin down)**: -8.5 / -8.9 eV